C19H14N2O4 | ωB97M-V with the def2-TZVPD basis set

Bonds (Å) are listed after each position.
Atoms and positions in Å:
1 O -0.680 -2.799 4.400  C2 1.213
2 C -0.077 -2.473 3.400  O1 1.213, N3 1.399, N25 1.401
3 N 0.537 -1.226 3.240  C2 1.399, C4 1.390, H26 1.015
4 C 1.326 -0.768 2.191  N3 1.390, O5 1.224, C6 1.553
5 O 1.941 0.280 2.340  C4 1.224
6 C 1.480 -1.696 0.956  C4 1.553, C7 1.512, C23 1.536, H27 1.096
7 C 1.135 -1.049 -0.367  C6 1.512, C8 1.499, C22 1.522, H28 1.100
8 C -0.327 -0.778 -0.565  C7 1.499, C9 1.360, H29 1.088
9 C -0.785 0.463 -0.879  C8 1.360, C10 1.454, O16 1.362
10 C -2.169 0.852 -1.094  C9 1.454, C11 1.411, C15 1.411
11 C -3.189 -0.122 -1.150  C10 1.411, C12 1.394, H30 1.089
12 C -4.529 0.255 -1.215  C11 1.394, C13 1.402, H31 1.093
13 C -4.887 1.610 -1.238  C12 1.402, C14 1.405, H32 1.093
14 C -3.874 2.583 -1.229  C13 1.405, C15 1.392, H33 1.089
15 C -2.533 2.213 -1.177  C10 1.411, C14 1.392, H34 1.087
16 O 0.046 1.541 -0.895  C9 1.362, C17 1.378
17 C 1.414 1.411 -0.795  O16 1.378, C18 1.399, C22 1.379
18 C 2.166 2.565 -1.041  C17 1.399, C19 1.384, H35 1.085
19 C 3.544 2.459 -1.132  C18 1.384, C20 1.401, H36 1.094
20 C 4.144 1.195 -1.077  C19 1.401, C21 1.393, H37 1.090
21 C 3.381 0.052 -0.849  C20 1.393, C22 1.403, H38 1.093
22 C 2.002 0.175 -0.621  C7 1.522, C17 1.379, C21 1.403
23 C 0.819 -3.072 1.126  C6 1.536, O24 1.222, N25 1.392
24 O 0.980 -3.985 0.330  C23 1.222
25 N 0.066 -3.295 2.275  C2 1.401, C23 1.392, H39 1.015
26 H 0.576 -0.696 4.104  N3 1.015
27 H 2.552 -1.920 0.971  C6 1.096
28 H 1.383 -1.782 -1.150  C7 1.100
29 H -1.004 -1.621 -0.682  C8 1.088
30 H -2.894 -1.171 -1.142  C11 1.089
31 H -5.301 -0.518 -1.242  C12 1.093
32 H -5.941 1.902 -1.271  C13 1.093
33 H -4.140 3.638 -1.264  C14 1.089
34 H -1.770 2.987 -1.189  C15 1.087
35 H 1.633 3.502 -1.159  C18 1.085
36 H 4.139 3.363 -1.291  C19 1.094
37 H 5.225 1.113 -1.189  C20 1.090
38 H 3.836 -0.941 -0.882  C21 1.093
39 H -0.226 -4.251 2.449  N25 1.015

Values from the calculation:
Total energy, a.u.: -1142.96609
HOMO-LUMO gap, hartree: 0.3156
LUMO level, eV: 0.242
HOMO energy, eV: -8.3
Energy above the lowest of the compared OMol25 structures with the same formula, charge and spin, kcal per mole: 0.00
SMILES: O=C1NC(=O)C([C@H]2C=C(c3ccccc3)Oc3ccccc32)C(=O)N1
Net charge: 0